No. 1
This record from OMol25 describes a structure of composition C12H37BHgN3O3 at a distorted geometry. The level of theory is ωB97M-V/def2-TZVPD.

Properties
* orbital gap: 0.3792 hartree
* electronic energy: -1047.2281 a.u.
* E_HOMO: -12.371 eV
* ΔE to the lowest compared entry with this formula, charge and spin: 82.5 kcal per mole

ORCA input file:
```
! wB97M-V def2-TZVPD RIJCOSX def2/J DEFGRID3
* xyz 1 1
Hg 0.480 -0.586 -0.124
B 1.670 -2.541 0.220
H 1.367 -2.114 1.163
H 2.066 -1.757 -0.408
H 2.319 -3.353 0.508
H 0.753 -2.905 -0.216
C 1.535 2.819 -3.083
C 1.162 2.103 -1.710
C -0.370 1.995 -1.595
O -0.725 1.440 -0.346
C -2.078 1.671 -0.051
N 1.717 0.750 -1.638
H 2.607 2.996 -3.176
H 0.922 3.720 -3.071
H 1.213 2.142 -3.875
H 1.484 2.741 -0.887
H -0.748 1.207 -2.247
H -0.846 2.955 -1.790
H -2.715 2.055 -0.847
H -2.184 2.385 0.766
H -2.506 0.724 0.278
H 2.623 0.916 -1.223
H 2.016 0.468 -2.561
C -2.875 -2.063 -2.882
C -2.049 -1.456 -1.764
C -2.114 -2.429 -0.564
O -1.396 -1.739 0.445
C -1.524 -2.456 1.749
N -0.638 -1.408 -2.064
H -3.930 -2.212 -2.651
H -2.420 -3.011 -3.169
H -2.985 -1.387 -3.729
H -2.256 -0.395 -1.619
H -1.707 -3.431 -0.694
H -3.169 -2.399 -0.289
H -0.922 -1.904 2.470
H -1.100 -3.459 1.772
H -2.550 -2.486 2.116
H -0.251 -2.338 -2.130
H -0.552 -1.012 -2.989
C 2.240 2.408 2.118
C 2.368 0.895 2.286
C 1.044 0.262 2.933
O -0.109 0.605 2.105
C -1.222 0.630 3.025
N 2.705 0.266 1.028
H 1.497 2.632 1.352
H 3.175 2.831 1.750
H 2.032 2.786 3.119
H 3.048 0.681 3.111
H 0.994 0.744 3.910
H 1.100 -0.818 3.072
H -1.492 -0.233 3.633
H -2.136 0.808 2.459
H -1.006 1.286 3.868
H 2.833 -0.679 1.362
H 3.605 0.649 0.777
*
```

Löwdin charges, unit e, in atom order: number 1, Hg, carries 1.1827; number 2, B, carries -0.4306; number 3, H, carries -0.0595; number 4, H, carries -0.0633; number 5, H, carries -0.0049; number 6, H, carries -0.0602; number 7, C, carries -0.0186; number 8, C, carries -0.3690; number 9, C, carries -0.1912; number 10, O, carries -0.2823; number 11, C, carries -0.0997; number 12, N, carries 0.0072; number 13, H, carries 0.0839; number 14, H, carries 0.0801; number 15, H, carries 0.0790; number 16, H, carries 0.1318; number 17, H, carries 0.1126; number 18, H, carries 0.1383; number 19, H, carries 0.1060; number 20, H, carries 0.1034; number 21, H, carries 0.0798; number 22, H, carries 0.0745; number 23, H, carries 0.0991; number 24, C, carries -0.0417; number 25, C, carries -0.4084; number 26, C, carries -0.1669; number 27, O, carries -0.3236; number 28, C, carries -0.0181; number 29, N, carries 0.0046; number 30, H, carries 0.0885; number 31, H, carries 0.0950; number 32, H, carries 0.0848; number 33, H, carries 0.1189; number 34, H, carries 0.1484; number 35, H, carries 0.1369; number 36, H, carries 0.0587; number 37, H, carries 0.1060; number 38, H, carries 0.1023; number 39, H, carries 0.0962; number 40, H, carries 0.1001; number 41, C, carries -0.0379; number 42, C, carries -0.4051; number 43, C, carries -0.1477; number 44, O, carries -0.2501; number 45, C, carries -0.0932; number 46, N, carries 0.0174; number 47, H, carries 0.0621; number 48, H, carries 0.0829; number 49, H, carries 0.0906; number 50, H, carries 0.1378; number 51, H, carries 0.1187; number 52, H, carries 0.1174; number 53, H, carries 0.0855; number 54, H, carries 0.0827; number 55, H, carries 0.0969; number 56, H, carries 0.0606; number 57, H, carries 0.1006

=====

No. 2
This record from OMol25 describes the molecule C11H23N5O3 at a distorted geometry. The level of theory is ωB97M-V/def2-TZVPD.

Properties
* SMILES: [H]/N=C(/N)NCCC[C@H](N)C(=O)N[C@H](C(=O)O)C(C)C
* orbital gap: 0.3246 hartree
* electronic energy: -932.4828 a.u.
* E_HOMO: -8.387 eV
* ΔE to the lowest compared entry with this formula, charge and spin: 8.6 kcal per mole

ORCA input file:
```
! wB97M-V def2-TZVPD RIJCOSX def2/J DEFGRID3
* xyz 0 1
H 4.750 -2.683 0.966
N 4.066 -2.718 0.199
C 3.719 -1.515 -0.185
N 2.891 -1.304 -1.296
N 4.146 -0.316 0.371
C 3.744 0.962 -0.097
C 2.457 1.471 0.599
C 1.671 2.485 -0.298
C 0.153 2.314 -0.183
N -0.193 2.561 1.195
C -0.428 0.964 -0.604
O 0.151 0.184 -1.328
N -1.681 0.669 -0.124
C -2.422 -0.486 -0.469
C -3.899 -0.234 -0.531
O -4.749 -1.067 -0.863
O -4.217 1.017 -0.226
C -2.240 -1.695 0.545
C -2.396 -1.204 2.003
C -0.857 -2.315 0.423
H 2.487 -2.207 -1.617
H 2.096 -0.634 -1.165
H 4.330 -0.310 1.407
H 3.690 0.871 -1.182
H 4.441 1.723 0.161
H 2.684 1.814 1.605
H 1.792 0.646 0.769
H 1.923 3.506 0.016
H 1.895 2.377 -1.366
H -0.361 3.070 -0.772
H 0.310 1.964 1.823
H -0.030 3.500 1.486
H -2.102 1.232 0.634
H -2.057 -0.715 -1.460
H -5.180 1.127 -0.422
H -3.033 -2.451 0.397
H -2.111 -2.021 2.698
H -3.413 -0.899 2.280
H -1.744 -0.369 2.267
H -0.120 -1.584 0.800
H -0.721 -3.278 0.993
H -0.624 -2.485 -0.623
*
```

Löwdin charges, unit e, in atom order: number 1, H, carries 0.0230; number 2, N, carries 0.0681; number 3, C, carries -0.5611; number 4, N, carries 0.1055; number 5, N, carries 0.0016; number 6, C, carries -0.2302; number 7, C, carries -0.1657; number 8, C, carries -0.1383; number 9, C, carries -0.3101; number 10, N, carries 0.0482; number 11, C, carries -0.4118; number 12, O, carries 0.0590; number 13, N, carries 0.1024; number 14, C, carries -0.2065; number 15, C, carries -0.4758; number 16, O, carries 0.0880; number 17, O, carries 0.1177; number 18, C, carries -0.3315; number 19, C, carries -0.0702; number 20, C, carries -0.0767; number 21, H, carries 0.1068; number 22, H, carries 0.0628; number 23, H, carries 0.1590; number 24, H, carries 0.1180; number 25, H, carries 0.1059; number 26, H, carries 0.1076; number 27, H, carries 0.0842; number 28, H, carries 0.1150; number 29, H, carries 0.1160; number 30, H, carries 0.1518; number 31, H, carries 0.0700; number 32, H, carries 0.0769; number 33, H, carries 0.1449; number 34, H, carries 0.1617; number 35, H, carries 0.1567; number 36, H, carries 0.1404; number 37, H, carries 0.0886; number 38, H, carries 0.0810; number 39, H, carries 0.0668; number 40, H, carries 0.0753; number 41, H, carries 0.1022; number 42, H, carries 0.0729

=====

No. 3
This record from OMol25 describes a cluster of 2 separate species, C3H7NO2 in total at a distorted geometry. The level of theory is ωB97M-V/def2-TZVPD.

Properties
* orbital gap: 0.2670 hartree
* electronic energy: -323.6427 a.u.
* E_HOMO: -7.997 eV
* ΔE to the lowest compared entry with this formula, charge and spin: 86.8 kcal per mole

ORCA input file:
```
! wB97M-V def2-TZVPD RIJCOSX def2/J DEFGRID3
* xyz 0 1
C 0.663 -1.495 -1.846
C -0.557 -1.972 -2.220
N 0.694 -0.531 -0.714
H 1.525 -1.219 -2.458
H -0.824 -2.211 -3.273
H -1.495 -2.190 -1.650
H 0.275 -0.952 0.137
H 1.574 -0.156 -0.319
H 0.109 0.374 -0.850
O 0.457 1.582 0.853
C -0.186 1.554 1.919
O -1.156 0.814 2.099
H 0.055 2.384 2.669
*
```

Löwdin charges, unit e, in atom order: number 1, C, carries -0.1281; number 2, C, carries 0.0545; number 3, N, carries 0.1164; number 4, H, carries 0.1120; number 5, H, carries 0.0757; number 6, H, carries 0.0912; number 7, H, carries 0.1572; number 8, H, carries 0.1523; number 9, H, carries 0.1807; number 10, O, carries -0.1625; number 11, C, carries -0.6589; number 12, O, carries -0.1040; number 13, H, carries 0.1135

=====

Look up the E_HOMO of the second one.
-8.387 eV

=====

Among the records above, which one has the lowest ΔE to the lowest compared entry with this formula, charge and spin?
C11H23N5O3

=====

The highest E_HOMO belongs to which entry?
C3H7NO2

=====

What is the formula in the first record?
C12H37BHgN3O3